Below is a cluster of 3 separate species, C18H42N3O2 in total, with properties calculated with ωB97M-V/def2-TZVPD.

```
65
Properties=species:S:1:pos:R:3
C -1.87 -2.08 3.63
C -1.49 -1.22 2.42
C -0.02 -0.87 2.39
O 0.81 -1.37 3.11
O 0.28 0.03 1.44
C 0.93 1.28 1.88
C -0.05 2.35 2.45
N 0.29 2.88 3.71
C 0.00 1.94 4.77
H -1.51 -1.62 4.55
H -1.43 -3.08 3.56
H -2.96 -2.18 3.69
H -1.71 -1.74 1.48
H -2.05 -0.28 2.39
H 1.70 1.04 2.62
H 1.41 1.64 0.96
H -1.08 1.87 2.39
H -0.07 3.17 1.71
H 0.77 1.96 5.56
H -0.97 2.13 5.29
H -0.05 0.88 4.44
C 2.50 -3.61 1.24
C 3.18 -3.74 -0.12
N 2.45 -3.07 -1.18
C 2.93 -3.39 -2.51
C 4.35 -2.94 -2.89
C 2.11 -1.67 -0.93
C 3.25 -0.71 -0.61
H 1.46 -3.92 1.18
H 3.01 -4.25 1.96
H 2.53 -2.59 1.62
H 3.25 -4.79 -0.40
H 4.22 -3.38 -0.03
H 2.22 -2.96 -3.23
H 2.87 -4.47 -2.63
H 4.42 -1.86 -3.03
H 4.64 -3.41 -3.83
H 5.08 -3.23 -2.13
H 1.40 -1.64 -0.11
H 1.56 -1.31 -1.81
H 3.92 -1.11 0.15
H 2.83 0.22 -0.21
H 3.85 -0.46 -1.48
C -1.69 0.31 -1.04
C -2.48 0.99 -2.15
N -3.34 2.04 -1.64
C -4.28 2.56 -2.62
C -3.71 3.30 -3.84
C -2.69 3.02 -0.77
C -1.49 3.78 -1.33
H -2.36 -0.03 -0.25
H -1.16 -0.56 -1.43
H -0.95 0.97 -0.60
H -3.13 0.26 -2.65
H -1.77 1.35 -2.91
H -4.97 3.22 -2.09
H -4.87 1.71 -2.97
H -3.31 4.28 -3.57
H -4.50 3.46 -4.57
H -2.92 2.73 -4.32
H -2.38 2.52 0.14
H -3.46 3.74 -0.46
H -0.77 3.10 -1.80
H -0.97 4.29 -0.52
H -1.77 4.53 -2.07
```

Properties
**HOMO**: -1.7 eV
**Electronic energy**: -1025.7106 a.u.
**Charge**: -1
**HOMO-LUMO gap**: 4.457 eV
**Multiplicity**: 1

---

Below is a cluster of 3 separate species, C18H42N3O3 in total at a distorted geometry, with properties calculated with ωB97M-V/def2-TZVPD.

```
66
Properties=species:S:1:pos:R:3
C -3.92 2.56 0.41
C -4.08 1.72 -0.94
O -4.11 2.54 -2.12
C -2.89 2.44 -2.87
C -1.68 3.15 -2.09
C -0.39 3.19 -3.00
C 0.97 3.63 -2.31
C 0.94 3.82 -0.74
C 2.37 3.49 -0.08
C 3.47 4.59 -0.03
N 4.62 3.71 0.42
C 4.26 2.30 0.32
N 4.85 1.26 0.94
N 3.10 2.29 -0.54
H -3.35 3.52 0.19
H -4.92 2.78 0.89
H -3.37 1.90 1.14
H -5.03 1.11 -0.84
H -3.24 0.96 -0.97
H -2.62 1.34 -3.00
H -3.03 2.91 -3.88
H -2.06 4.16 -1.76
H -1.50 2.49 -1.19
H -0.28 2.20 -3.54
H -0.61 3.94 -3.84
H 1.26 4.63 -2.76
H 1.77 2.91 -2.64
H 0.77 4.92 -0.53
H 0.20 3.19 -0.17
H 2.04 3.27 0.99
H 3.89 4.96 -1.02
H 3.34 5.48 0.64
H 4.69 3.81 1.45
H 5.79 0.93 0.74
H 4.27 0.71 1.58
H 2.60 1.40 -0.59
C 1.53 -3.86 -1.26
C 2.50 -2.73 -0.93
O 1.87 -1.46 -0.83
C 0.87 -1.34 0.17
C 1.38 -1.60 1.58
H 1.00 -3.65 -2.19
H 2.08 -4.80 -1.36
H 0.78 -3.99 -0.48
H 3.23 -2.65 -1.74
H 3.07 -2.95 -0.02
H 0.01 -1.98 -0.06
H 0.50 -0.31 0.12
H 1.75 -2.62 1.69
H 0.58 -1.45 2.30
H 2.20 -0.92 1.82
C -3.72 -5.29 1.67
C -2.36 -5.06 1.03
O -1.84 -3.75 1.24
C -1.63 -3.37 2.60
C -0.65 -4.27 3.33
H -4.44 -4.56 1.30
H -4.08 -6.29 1.44
H -3.67 -5.19 2.76
H -2.46 -5.17 -0.05
H -1.63 -5.81 1.36
H -2.59 -3.32 3.13
H -1.23 -2.35 2.58
H -1.00 -5.30 3.39
H -0.50 -3.91 4.35
H 0.31 -4.28 2.82
```

Properties
**HOMO**: -11.5 eV
**Electronic energy**: -1100.6591 a.u.
**Charge**: +1
**HOMO-LUMO gap**: 7.240 eV
**Multiplicity**: 1
**Energy above the lowest of the compared OMol25 structures with the same formula, charge and spin**: 3.2 kcal per mole

---

Below is a cluster of 3 separate species, C18H42N3O6S in total at a distorted geometry, with properties calculated with ωB97M-V/def2-TZVPD.

```
70
Properties=species:S:1:pos:R:3
C 1.46 -0.19 0.65
C 2.22 -0.59 -0.72
O 3.24 -1.60 -0.53
C 3.50 -2.34 -1.74
C 3.61 -1.40 -3.05
O 4.18 -2.09 -4.19
C 5.34 -1.45 -4.70
S 4.98 0.23 -5.51
C 3.16 0.28 -5.97
C 2.95 0.90 -7.44
O 3.45 1.97 -7.82
C 5.39 1.52 -4.25
C 5.31 3.04 -4.81
C 5.59 3.98 -3.52
N 4.53 4.52 -2.66
O 6.80 4.20 -3.27
H 2.16 -0.07 1.53
H 0.93 0.81 0.41
H 0.64 -0.96 0.79
H 2.60 0.39 -1.18
H 1.43 -1.01 -1.42
H 4.56 -2.78 -1.61
H 2.80 -3.23 -1.89
H 4.35 -0.57 -2.75
H 2.59 -0.99 -3.38
H 6.16 -1.25 -3.94
H 5.74 -2.09 -5.57
H 2.84 -0.83 -6.04
H 2.51 0.78 -5.19
H 2.26 0.34 -8.16
H 4.75 1.50 -3.30
H 6.48 1.33 -3.93
H 6.06 3.24 -5.64
H 4.22 3.19 -5.15
H 3.72 3.89 -2.62
H 4.25 5.46 -2.97
C -2.44 -1.23 5.95
C -2.01 -2.20 4.85
C -0.56 -2.00 4.38
O -0.35 -0.87 3.54
C -0.26 0.37 4.24
N -2.96 -2.09 3.73
H -2.67 -0.23 5.56
H -3.34 -1.59 6.44
H -1.66 -1.13 6.71
H -2.09 -3.21 5.26
H -0.28 -2.87 3.77
H 0.14 -1.99 5.23
H 0.23 0.26 5.20
H -1.25 0.80 4.36
H 0.32 1.06 3.62
H -2.74 -2.81 3.04
H -2.75 -1.22 3.24
C -7.52 0.92 3.61
C -6.33 1.25 2.70
C -6.35 0.50 1.36
O -5.98 -0.87 1.44
C -7.01 -1.74 1.90
N -5.09 1.00 3.44
H -7.40 -0.04 4.11
H -7.62 1.67 4.39
H -8.45 0.90 3.04
H -6.39 2.32 2.48
H -5.60 0.96 0.70
H -7.32 0.61 0.85
H -8.00 -1.42 1.55
H -6.98 -1.80 2.99
H -6.81 -2.74 1.51
H -4.30 1.33 2.88
H -4.95 -0.01 3.48
```

Properties
**HOMO**: -10.4 eV
**Electronic energy**: -1724.4743 a.u.
**Charge**: +1
**HOMO-LUMO gap**: 6.582 eV
**Multiplicity**: 1